[1]
Entry from the Open Molecules 2025 dataset: a 2-piece molecular cluster, C4H12NO2S overall at a distorted geometry (ωB97M-V/def2-TZVPD).

Values from the calculation:
* net charge: +1

Element x y z (Å)
1 H 4.022418 -0.643145 0.476219
2 C -1.532213 0.601884 0.032709
3 H -0.614999 1.900576 1.454849
4 C -0.258644 -0.304793 0.018739
5 H 0.618078 0.306226 0.150784
6 H -0.825561 -1.858077 -1.114950
7 H -1.918644 0.648412 -0.990845
8 H 0.729530 -1.563578 -1.404651
9 H -2.070171 2.612611 0.865148
10 H -0.104561 -1.113902 2.142060
11 O 3.374098 -1.298997 0.193879
12 C -1.242044 1.961474 0.598891
13 H 0.867149 2.481712 -0.472354
14 C -0.482927 -1.322860 1.131855
15 O -0.906235 -2.414405 0.849110
16 N -0.161104 -1.092524 -1.231871
17 H -0.464008 -0.584425 -2.061669
18 H -2.299833 0.110405 0.615534
19 S -0.325018 3.093097 -0.541246
20 H 3.594686 -1.519683 -0.712195

Cartesian forces, eV/Å:
H 0.022 -0.120 -0.080
C 0.015 -0.423 -0.630
H 0.312 -0.202 1.000
C -0.905 0.582 0.728
H 0.468 -0.078 0.001
H -0.361 -0.540 0.201
H -0.061 0.280 0.091
H 0.238 0.378 0.203
H -0.497 -0.613 0.015
H -0.439 0.418 0.065
O -0.523 0.189 0.082
C 0.777 1.394 -0.925
H 0.029 0.074 0.036
C 1.397 -1.011 -0.206
O -0.285 0.290 -0.017
N -0.434 -0.270 -0.511
H 0.283 0.293 -0.049
H -0.316 -0.153 0.193
S -0.105 -0.445 -0.096
H 0.386 -0.044 -0.102


[2]
Entry from the Open Molecules 2025 dataset: C4H12NO3 as an isolated structure at a distorted geometry (ωB97M-V/def2-TZVPD).

Values from the calculation:
* net charge: -1

Element x y z (Å)
1 N -1.576320 -0.308344 0.213578
2 O 0.264065 -1.236852 1.337583
3 H -0.229695 1.026898 -3.201582
4 H -2.029202 1.563973 -0.692246
5 O 1.094753 0.353784 -0.208782
6 C -1.192685 0.982435 -0.287349
7 H -1.705079 -1.397952 1.954943
8 H 1.197605 0.258378 -2.851010
9 H 3.240074 -1.674652 1.788916
10 H -1.460419 -1.067791 -0.450976
11 C 0.154623 1.023620 -0.978063
12 H -1.030134 1.566297 0.626855
13 O 2.658365 -1.261277 2.427617
14 C -1.005109 -0.666957 1.518099
15 H 1.743544 -1.107242 2.050550
16 H 0.474187 2.099318 -1.053844
17 H -1.009273 0.227276 2.162725
18 C 0.214401 0.379449 -2.357423
19 H 0.687019 -0.329529 0.508228
20 H -0.490720 -0.430828 -2.507811

Cartesian forces, eV/Å:
N -1.239 0.187 0.231
O -1.273 0.238 1.101
H 0.151 0.093 1.229
H 0.067 -0.350 -0.978
O 0.629 0.956 -0.165
C -0.008 0.712 1.249
H 0.162 -0.013 0.170
H -0.186 -0.632 1.167
H -0.449 0.095 -0.322
H 0.201 0.165 0.252
C 1.289 0.137 -0.611
H 0.208 0.063 0.047
O 0.200 0.283 0.721
C 0.786 -1.523 -0.801
H 0.323 -0.533 -0.160
H -0.335 -0.513 -0.156
H -0.020 0.066 -0.168
C -1.402 1.921 -3.102
H 0.363 -0.380 -0.203
H 0.534 -0.972 0.499


[3]
Entry from the Open Molecules 2025 dataset: a 2-piece molecular cluster, C4H12NO3 overall at a distorted geometry (ωB97M-V/def2-TZVPD).

Values from the calculation:
* multiplicity: 2
* <S²>: 0.755

Element x y z (Å)
1 C -1.031825 0.192204 0.362740
2 C 0.392693 0.758657 0.625114
3 H -4.208808 0.406411 -1.103937
4 O -1.235063 -0.410840 -0.847243
5 C 1.709970 -1.334193 -0.232421
6 H 1.149632 -1.012636 1.748210
7 O 1.362329 -0.929857 -1.462967
8 H -2.813896 0.055916 -0.496015
9 H 2.769349 -1.727267 -0.265995
10 C 1.500145 -0.355805 0.858831
11 H 2.462487 0.245491 1.268738
12 H -1.667943 1.059308 0.582917
13 O -3.762632 0.286386 -0.208700
14 H -1.226664 -0.508459 1.266195
15 H 0.233785 1.389832 1.555202
16 N 0.688905 1.683602 -0.474068
17 H 1.819260 1.788234 -0.350439
18 H 1.065273 -2.142016 -0.005487
19 H 0.541849 1.242510 -1.450747
20 H 0.251159 -0.687475 -1.369929

Cartesian forces, eV/Å:
C 1.913 0.388 1.887
C -0.183 -0.963 -0.200
H 0.681 -0.228 1.850
O -0.068 0.260 1.009
C 1.783 -1.251 0.599
H 0.666 1.321 -0.933
O -4.444 2.121 -2.609
H -2.642 0.260 0.282
H -0.991 0.408 0.200
C 0.406 2.189 3.907
H -1.942 -1.423 -1.160
H -0.762 -0.356 -0.494
O 0.753 -0.096 -2.473
H -0.216 0.311 -1.441
H 0.513 -0.878 -0.829
N 3.511 -0.089 -0.801
H -3.583 0.030 -1.043
H -0.454 -1.561 0.638
H 0.695 0.800 2.360
H 4.362 -1.243 -0.749


[4]
Entry from the Open Molecules 2025 dataset: a 2-piece molecular cluster, C4H12NO5P2 overall at a distorted geometry (ωB97M-V/def2-TZVPD).

Values from the calculation:
* net charge: -1

Element x y z (Å)
1 H -3.179211 -0.253464 -1.265261
2 C -0.931116 1.298045 -1.255011
3 P 2.612354 0.374525 0.181839
4 H -0.085137 1.776180 -0.956018
5 H 2.681476 -1.244753 2.073044
6 H -3.639743 0.677378 0.180675
7 H -1.615923 0.698097 1.723813
8 H -3.108365 -1.085207 0.270248
9 O -0.734571 -1.791916 1.316253
10 H -1.773716 2.038219 -1.644409
11 C 2.617078 -1.394743 0.954414
12 C -1.462446 0.440204 -0.133947
13 H -0.690926 0.783514 -2.078240
14 O 3.798187 1.246495 0.366098
15 O 1.302243 1.003995 0.716782
16 C -2.923965 -0.019680 -0.226775
17 H 1.953647 -1.016647 -1.268951
18 O 2.367456 -0.188105 -1.336805
19 P -0.495096 -1.065641 0.071724
20 N -1.351820 1.322757 0.991497
21 H 1.674850 -1.715087 0.824700
22 O 0.106729 -1.736557 -1.089165
23 H -0.518531 1.815973 1.187009
24 H 3.396557 -1.963589 0.396488

Cartesian forces, eV/Å:
H 0.012 0.341 -0.075
C -4.883 1.436 -0.437
P -1.441 -0.708 1.654
H 2.184 1.583 1.007
H 0.690 -0.517 -1.193
H 0.107 0.381 0.148
H 0.075 0.431 1.572
H 0.443 2.308 -0.517
O -0.202 0.355 0.715
H 1.634 -1.203 1.193
C 3.727 3.387 0.979
C 0.273 2.227 -0.258
H 0.941 -2.297 -3.217
O 0.221 -0.726 -0.602
O 0.371 -1.467 -0.899
C -0.380 -3.230 -0.241
H -1.220 -1.779 -0.165
O 1.679 2.698 -0.219
P 0.811 -0.753 -0.013
N -2.811 -0.976 0.942
H -2.957 -1.678 -0.740
O -0.117 0.429 -0.380
H 1.398 -0.314 -0.278
H -0.554 0.071 1.024


[5]
Entry from the Open Molecules 2025 dataset: a 2-piece molecular cluster, C4H12NOPS2 overall at a distorted geometry (ωB97M-V/def2-TZVPD).

Element x y z (Å)
1 C -0.479390 0.662770 -0.580136
2 S 1.635270 0.465559 3.058968
3 H -0.805256 0.923713 -2.707396
4 O -1.076200 -0.648699 3.520990
5 H 0.086587 -1.399502 -0.940273
6 H -1.937862 -0.219089 0.475780
7 H 0.044942 1.626634 -0.510612
8 H 1.095557 -0.549580 0.231593
9 H 0.880532 1.478454 2.634739
10 P 0.152752 -0.969467 2.519237
11 H 2.105272 0.804165 -1.609697
12 N -1.262018 0.538425 0.595887
13 H -1.578715 0.122861 3.232118
14 H -1.802591 -0.343415 -1.979676
15 H -2.197024 1.360805 -1.706508
16 C 0.589949 -0.451159 -0.732410
17 S 0.711202 -2.817010 2.696484
18 H 2.396763 -0.933701 -1.775787
19 C 1.630712 -0.158283 -1.800125
20 C -1.381949 0.649763 -1.827653
21 H 1.191466 -0.143244 -2.795522

Cartesian forces, eV/Å:
C 0.670 -0.296 -0.494
S -0.109 -0.713 -0.350
H 0.003 0.029 -0.094
O 0.145 -0.259 -0.294
H -0.051 -0.012 0.104
H 0.076 -0.132 -0.090
H 0.003 -0.114 -0.137
H -0.043 0.031 -0.081
H -0.187 0.224 -0.103
P -1.007 0.783 -0.084
H 0.072 0.035 -0.059
N 0.653 -1.317 2.235
H -0.031 0.177 -0.163
H -0.031 -0.094 0.013
H -0.037 0.042 -0.084
C 0.035 0.302 -0.070
S -0.174 1.114 -0.445
H 0.061 0.053 -0.102
C -0.113 -0.136 0.104
C 0.012 0.267 0.298
H 0.051 0.015 -0.104


[6]
Entry from the Open Molecules 2025 dataset: a 2-piece molecular cluster, C4H12NOS overall at a distorted geometry (ωB97M-V/def2-TZVPD).

Values from the calculation:
* net charge: -1

Element x y z (Å)
1 C -0.858810 1.733189 1.302844
2 O 0.516735 -3.953775 -1.559524
3 H -0.247535 -3.366243 -1.831182
4 S -1.707968 -0.421684 -1.005057
5 H -0.510165 1.505751 -1.525911
6 H 0.680682 -3.666496 -0.732053
7 C 0.088494 0.788096 0.501825
8 H -0.452528 1.814894 2.241075
9 N 1.563722 1.148501 0.657580
10 H 0.454293 0.006634 -1.517373
11 H -0.950703 2.764924 1.139027
12 H -1.825643 1.220859 1.343970
13 H 1.483213 2.095558 0.314715
14 H 3.070560 1.565941 1.957138
15 H 1.530059 1.360277 2.923787
16 H 2.357565 0.003595 2.306246
17 H -0.176335 -0.212494 0.997495
18 C 2.143031 1.088966 1.986537
19 C -0.233698 0.597155 -1.068352

Cartesian forces, eV/Å:
C -0.244 -2.034 -1.498
O -2.204 -0.574 -4.738
H 1.148 -0.747 0.359
S -1.482 -1.006 -0.698
H 0.312 1.233 -0.698
H 0.960 1.527 4.414
C 0.403 -0.644 -0.406
H 0.861 -0.571 2.849
N -1.832 -0.207 0.079
H 2.679 -1.046 -1.410
H -0.259 1.573 -1.701
H 0.054 0.430 -0.012
H 0.898 0.448 0.174
H 1.461 1.009 0.299
H 0.523 0.564 -1.421
H -0.126 1.152 -1.017
H 1.014 1.108 -0.898
C -1.835 -2.579 1.609
C -2.333 0.364 4.715


| no. | E (hartree) |
| --- | --- |
| 1 | -762.75696 |
| 2 | -440.07775 |
| 3 | -439.90846 |
| 4 | -1273.46352 |
| 5 | -1427.27951 |
| 6 | -687.75327 |